{
  "formula": "C19H12N3O2RuS5",
  "method": "the ωB97M-V functional and the def2-TZVPD basis",
  "lumo_ha": [-0.034, -0.049],
  "homo_energy_ev": [-6.933, -7.243],
  "multiplicity": 2,
  "de_lowest_kj_mol": 18.00,
  "s2": 0.76,
  "gap_ev": [6.019, 5.908],
  "symbols": ["Ru", "S", "C", "S", "C", "C", "S", "S", "S", "C", "C", "C", "C", "N", "C", "C", "C", "C", "C", "C", "N", "H", "H", "H", "H", "H", "H", "H", "H", "O", "C", "O", "C", "C", "C", "C", "C", "N", "H", "H", "H", "H"],
  "xyz": [[-0.545, -0.274, 0.453], [-2.389, -6.638, 3.215], [-2.014, -5.154, 2.637], [-0.800, -4.131, 3.337], [-1.019, -2.758, 2.278], [-1.973, -2.889, 1.322], [-2.386, -1.609, 0.236], [-2.842, -4.404, 1.310], [-0.099, -1.309, 2.477], [-3.410, 2.844, 1.369], [-2.628, 3.835, 1.934], [-1.275, 3.602, 2.110], [-0.747, 2.380, 1.724], [-1.516, 1.416, 1.189], [-2.817, 1.648, 1.009], [0.695, 2.065, 1.802], [1.589, 2.759, 2.604], [2.924, 2.394, 2.593], [3.331, 1.352, 1.775], [2.379, 0.697, 1.017], [1.091, 1.037, 1.036], [-4.467, 2.986, 1.199], [-3.061, 4.783, 2.222], [-0.632, 4.367, 2.517], [-3.388, 0.839, 0.577], [1.240, 3.556, 3.244], [3.636, 2.912, 3.221], [4.364, 1.038, 1.731], [2.638, -0.133, 0.373], [-0.737, -0.055, -3.574], [-0.491, -0.257, -2.404], [-0.736, 0.540, -1.414], [0.242, -1.528, -2.005], [0.674, -2.433, -2.952], [1.341, -3.573, -2.533], [1.560, -3.760, -1.178], [1.098, -2.810, -0.284], [0.448, -1.717, -0.691], [0.464, -2.220, -3.990], [1.684, -4.306, -3.251], [2.076, -4.633, -0.804], [1.235, -2.914, 0.783]],
  "mulliken_charge": [0.074, -0.241, 0.095, -0.075, 0.025, 0.286, -0.337, -0.085, -0.376, -0.902, -0.396, -0.973, 0.643, 0.549, -0.033, 0.862, -0.840, -0.483, -0.891, -0.057, 0.160, 0.416, 0.425, 0.337, 0.318, 0.348, 0.426, 0.421, 0.438, -0.701, 0.427, -0.478, 0.456, -0.733, -0.323, -0.939, -0.330, 0.540, 0.545, 0.422, 0.432, 0.551]
}